(1)
C9H18CsNO | ωB97M-V/def2-TZVPD

CARTESIAN COORDINATES (ANGSTROEM)
Cs (-1.289520, -11.583100, -20.955910)
C (-2.083680, -10.486030, -23.519550)
C (-3.526590, -10.391830, -22.946810)
C (-4.235710, -11.508250, -23.802270)
C (-5.629110, -11.759890, -23.301630)
C (-5.526950, -12.254350, -21.806910)
C (-4.901140, -11.113000, -20.918540)
N (-3.592710, -10.615750, -21.513900)
O (-2.818320, -9.680640, -20.696810)
C (-4.551130, -11.854450, -19.589430)
C (-5.952390, -10.009910, -20.682500)
C (-4.073580, -8.993690, -23.440770)
H (-2.116210, -10.688860, -24.590020)
H (-1.484810, -11.262870, -23.044190)
H (-1.584040, -9.533010, -23.345740)
H (-3.623130, -12.409220, -23.835450)
H (-4.358820, -11.134190, -24.818650)
H (-6.107350, -12.531170, -23.905370)
H (-6.203780, -10.835120, -23.353200)
H (-4.787850, -13.054560, -21.845710)
H (-6.501210, -12.577010, -21.439760)
H (-5.370810, -12.229730, -18.976740)
H (-3.910620, -11.247540, -18.949510)
H (-3.967080, -12.755600, -19.776300)
H (-6.813690, -10.520850, -20.252150)
H (-6.166410, -9.392750, -21.555090)
H (-5.505260, -9.422710, -19.880400)
H (-5.122670, -8.801930, -23.215530)
H (-3.885720, -8.680080, -24.467640)
H (-3.605380, -8.162030, -22.914250)

Force components x, y, z for each atom (eV/Å):
Cs 2.177 -1.671 2.860
C 0.092 0.772 0.239
C -0.231 0.623 -2.264
C -0.617 1.050 0.755
C -0.097 -0.993 1.534
C 0.944 1.778 -1.720
C 0.044 -0.851 -0.240
N -1.019 -0.504 0.436
O -1.942 -0.297 -1.196
C 0.648 0.477 0.084
C 1.154 -0.653 0.963
C 0.114 0.675 0.945
H -0.042 0.162 0.054
H -0.491 0.365 -1.863
H 0.298 -0.007 -0.044
H -0.042 -0.195 0.130
H 0.534 0.088 -0.119
H -0.234 0.069 -0.063
H -0.173 -0.082 -0.094
H -0.269 -0.435 0.266
H 0.209 -0.034 0.270
H -0.464 0.405 -0.280
H -0.168 0.339 0.031
H 0.103 -0.124 -0.438
H -0.382 0.310 -0.260
H -0.126 -0.218 0.209
H -0.235 0.563 -0.158
H -0.166 -0.483 -0.232
H -0.033 -0.844 -0.389
H 0.412 -0.287 0.582

The calculation puts the HOMO energy at -0.2423 hartree. As for the total charge: 0. The energy above the lowest of the compared OMol25 structures with the same formula, charge and spin comes out at 118.6 kJ/mol.


(2)
C9H18F3IN4O4S | ωB97M-V/def2-TZVPD

CARTESIAN COORDINATES (ANGSTROEM)
C (1.158667, -2.334917, 2.538968)
C (1.435154, -3.048123, 1.051508)
N (0.101257, -3.053913, 0.348426)
N (0.160777, -2.613657, -0.960820)
C (-1.143384, -1.807921, -1.139230)
N (-1.129276, -0.432496, -1.767558)
C (-0.205530, 0.533263, -1.059338)
C (-0.934172, 1.890078, -0.481662)
C (-0.588622, 2.131845, 1.127573)
I (1.468893, 2.909923, 1.233260)
N (-2.365304, -2.368612, -0.745900)
S (-3.914367, -1.530963, -0.897499)
O (-4.463417, -1.607862, -2.345428)
O (-3.864941, -0.045401, -0.432561)
C (-5.122697, -2.386692, 0.309323)
F (-6.520409, -2.202874, -0.142889)
F (-4.779122, -3.801983, 0.573887)
F (-5.001052, -1.667483, 1.631798)
H (0.750082, -1.231687, 2.371128)
H (2.084481, -2.392510, 3.251717)
H (0.251030, -2.918992, 3.047088)
H (2.310368, -2.526865, 0.478721)
H (1.726182, -4.176594, 1.308507)
H (-0.352138, -4.016630, 0.381676)
H (0.974619, -1.991519, -1.153962)
H (-0.827263, -0.498348, -2.777442)
H (0.471992, -0.021250, -0.247400)
H (0.572036, 0.909218, -1.883146)
H (-2.101475, 1.878233, -0.572376)
H (-0.569304, 2.856896, -1.078229)
H (-1.330937, 2.934389, 1.602751)
H (-0.679719, 1.122279, 1.748212)
H (-2.429548, -3.345968, -0.328741)
C (4.613030, 5.169523, -1.202854)
C (5.477401, 4.715649, -0.039243)
O (4.927923, 3.903867, 0.756116)
O (6.638789, 5.211139, -0.017531)
H (3.621849, 4.707456, -1.166603)
H (4.489274, 6.256152, -1.171667)
H (5.088872, 4.893350, -2.148580)

Force components x, y, z for each atom (eV/Å):
C -0.930 -0.142 -0.503
C 0.396 -0.922 2.792
N 0.779 -2.668 2.180
N -5.016 3.702 -1.237
C 1.457 0.781 -1.397
N 0.234 -3.131 0.526
C 2.282 1.527 -0.115
C -0.375 0.667 0.969
C -1.276 -0.306 -0.391
I -0.575 -0.441 0.017
N 2.030 -0.062 0.055
S -2.492 7.841 -5.065
O 2.415 -1.218 5.778
O 0.403 -6.562 -0.774
C -2.644 -0.924 4.181
F 5.624 -0.977 1.473
F -1.253 4.637 -1.206
F -0.365 -2.714 -4.848
H 1.222 -2.255 0.433
H -1.761 0.287 -1.540
H 2.071 1.135 -1.102
H -1.874 -0.933 0.832
H -0.299 2.519 -0.864
H 1.435 1.430 -0.221
H -0.865 -0.502 0.184
H -0.791 -0.233 1.389
H -1.675 1.357 -1.447
H -1.610 -0.891 1.865
H 2.201 -0.449 -0.054
H -0.644 -2.345 1.273
H 1.729 -1.822 -1.171
H 0.224 2.164 -1.382
H 0.359 1.647 -0.683
C -0.586 0.140 -0.544
C 0.810 0.227 0.226
O 0.150 -0.019 0.160
O -0.966 -0.656 0.270
H 0.035 0.016 0.007
H 0.113 -0.066 -0.109
H 0.027 0.161 0.042

The calculation puts the HOMO energy at -0.2068 hartree. As for the total charge: 0. The energy above the lowest of the compared OMol25 structures with the same formula, charge and spin comes out at 704.7 kJ/mol.


(3)
C9H18F5I2InOP2 | ωB97M-V/def2-TZVPD

CARTESIAN COORDINATES (ANGSTROEM)
I (-3.354952, 0.291862, -0.652959)
I (2.995021, 0.904623, -0.769672)
In (-0.214124, 0.218004, -1.029238)
P (-0.231112, -2.279345, -0.771593)
C (-0.585030, -3.151496, 0.805746)
C (-1.591293, -2.818121, -1.850878)
H (-1.402176, -3.871994, -2.093586)
H (1.122034, -3.916701, -1.868130)
H (-1.579667, -2.207684, -2.761542)
H (1.475251, -2.230528, -2.483315)
H (-1.582489, -2.839820, 1.215806)
H (-2.550770, -2.667908, -1.340375)
C (1.288933, -2.866464, -1.604419)
H (-0.538690, -4.262732, 0.653525)
H (2.181942, -2.792335, -0.973680)
H (0.143759, -2.914859, 1.583695)
P (-0.236871, 2.818544, -0.750764)
C (-0.452412, 3.612742, 0.887154)
C (1.298204, 3.485517, -1.487321)
H (-1.581509, 2.800795, -2.742456)
H (-1.387689, 4.463646, -2.082032)
H (-2.548041, 3.265825, -1.328516)
C (-1.580970, 3.410776, -1.828171)
H (1.533846, 2.868918, -2.366953)
H (1.171477, 4.543277, -1.751252)
H (-0.443301, 4.709190, 0.739239)
H (0.374463, 3.316105, 1.557886)
H (2.123590, 3.323674, -0.764382)
H (-1.411492, 3.293612, 1.333193)
C (-0.862811, 0.304012, 1.678962)
O (-1.173491, 0.793031, 2.648855)
F (2.344761, 0.024249, 2.145836)
C (1.592332, -0.886227, 1.688082)
F (2.403091, -1.970800, 1.156061)
C (0.836057, -1.468750, 3.404182)
F (1.056377, -0.775103, 4.507619)
F (-0.361243, -1.997687, 3.606904)
F (1.728989, -2.529845, 3.688506)

Force components x, y, z for each atom (eV/Å):
I 1.619 -0.017 -0.345
I 0.277 -0.434 -0.348
In -2.224 0.715 1.695
P -0.024 -1.256 -0.527
C -0.107 0.187 0.574
C 0.221 0.384 -0.056
H -0.201 0.203 0.045
H 0.182 0.214 -0.185
H -0.129 -0.294 0.047
H -0.235 -0.438 0.049
H 0.744 -0.348 -0.668
H 0.261 -0.125 -0.170
C 0.046 0.071 0.387
H -0.180 0.980 -0.204
H -0.344 -0.074 -0.008
H -0.062 -0.218 -0.413
P -0.169 0.711 -0.515
C 0.092 -0.572 0.126
C 0.055 -0.651 0.293
H -0.065 0.282 0.146
H -0.173 -0.278 0.143
H 0.278 0.158 -0.155
C 0.132 -0.327 0.011
H -0.139 0.513 -0.061
H 0.225 -0.265 0.091
H -0.017 -0.498 -0.011
H -0.355 0.229 -0.270
H -0.385 0.640 -0.250
H 0.392 0.224 -0.244
C -0.519 0.944 0.806
O 0.275 -0.639 -0.941
F 0.958 0.923 -0.174
C 0.273 -3.786 2.459
F -1.976 2.783 1.264
C 2.606 -3.878 2.848
F -0.092 2.550 -1.436
F -0.443 0.644 -1.917
F -0.800 0.743 -2.088

The calculation puts the HOMO energy (spin up / spin down) at -0.5509 / -0.5512 hartree. As for the total charge: +2. The energy above the lowest of the compared OMol25 structures with the same formula, charge and spin comes out at 236.3 kJ/mol.


(4)
C9H18I2LiN4O4S | ωB97M-V/def2-TZVPD

CARTESIAN COORDINATES (ANGSTROEM)
C (-1.757690, 2.122655, 1.932160)
C (-0.790661, 1.201601, 2.605561)
I (-0.500170, 1.868994, 4.604100)
C (-0.156537, 0.125629, 2.150346)
I (1.108917, -0.898971, 3.481720)
C (-0.287046, -0.463096, 0.681690)
C (0.700266, -1.621539, 0.522784)
C (0.935259, -2.305771, -0.864601)
N (-0.258640, -2.287063, -1.664635)
N (2.028807, -1.641707, -1.557840)
N (1.385266, -3.689821, -0.617117)
O (-1.659249, -0.918538, 0.566631)
S (-2.514398, -0.236101, -0.591256)
O (-3.637624, 0.370993, 0.035975)
O (-2.731621, -1.100842, -1.688072)
O (-1.443201, 0.870890, -0.943124)
C (-0.107584, 0.539130, -0.474453)
C (0.766707, 1.757301, -0.246816)
C (0.706941, 2.743951, -1.410834)
N (1.273415, 2.265360, -2.669439)
H (-1.345890, 2.559826, 1.029745)
H (-2.018189, 2.948396, 2.585727)
H (-2.680442, 1.596891, 1.726631)
H (0.423198, -2.391006, 1.235723)
H (1.674403, -1.209264, 0.774793)
H (-0.838389, -3.101261, -1.519177)
H (-0.017801, -2.269492, -2.645192)
H (1.741542, -1.191728, -2.412590)
H (2.770691, -2.295931, -1.748974)
H (0.644232, -4.224335, -0.182048)
H (2.177609, -3.701049, 0.015833)
H (0.346878, 0.034697, -1.319237)
H (1.779884, 1.350923, -0.177778)
H (0.561854, 2.256249, 0.697308)
H (1.236363, 3.648044, -1.116164)
H (-0.329302, 3.006079, -1.609818)
H (2.091452, 1.688257, -2.514157)
H (0.606283, 1.700417, -3.178078)
Li (-1.885536, 0.891233, 6.504671)

Force components x, y, z for each atom (eV/Å):
C -0.133 0.210 0.268
C -0.278 -0.102 -0.144
I 0.294 0.582 0.166
C 0.210 -0.141 -0.239
I 0.131 -0.282 0.034
C -0.061 -0.057 0.380
C -0.180 0.113 -0.449
C 0.162 -0.649 0.181
N 0.225 0.183 -0.162
N 0.015 0.518 0.374
N 0.012 0.293 -0.228
O 0.500 -0.399 0.229
S -0.354 0.187 -0.033
O 0.051 0.126 -0.043
O -0.100 0.015 0.100
O 0.092 0.480 0.389
C 0.117 0.278 -0.663
C -0.189 -0.163 0.112
C 0.171 -0.110 -0.253
N -0.134 -0.248 0.135
H -0.127 -0.159 -0.223
H 0.032 0.091 -0.026
H -0.186 -0.169 -0.361
H -0.021 -0.023 0.119
H 0.106 -0.176 0.234
H -0.209 0.055 0.144
H -0.029 -0.209 -0.114
H 0.009 -0.067 -0.161
H 0.010 -0.121 -0.226
H -0.019 -0.073 0.060
H 0.041 -0.038 0.082
H -0.067 -0.309 0.151
H 0.108 0.053 0.087
H 0.010 0.072 -0.020
H -0.010 0.105 0.042
H -0.070 0.206 0.078
H 0.134 0.114 -0.014
H -0.053 0.036 -0.082
Li -0.210 -0.220 0.076

The calculation puts the HOMO energy at -0.4289 hartree. As for the total charge: +1. The energy above the lowest of the compared OMol25 structures with the same formula, charge and spin comes out at 6.5 kJ/mol.


(5)
C9H18IN3ORhS | ωB97M-V/def2-TZVPD

CARTESIAN COORDINATES (ANGSTROEM)
Rh (-0.218418, -0.163808, -0.059497)
N (-1.594206, 0.919152, 0.925973)
C (-2.918840, 0.260404, 0.726158)
C (-2.724594, -1.210998, 0.925065)
N (-1.710273, -1.623843, -0.085752)
H (-1.301629, 0.865115, 1.904122)
H (-1.645196, 1.909915, 0.681178)
H (-3.249516, 0.469354, -0.292476)
H (-3.669870, 0.668312, 1.404651)
H (-3.667409, -1.744930, 0.798087)
H (-2.350720, -1.449839, 1.922158)
H (-2.125805, -1.622007, -1.019155)
H (-1.356470, -2.568652, 0.075023)
I (-1.810138, 3.495509, -4.515789)
C (-0.568703, 2.082751, -3.680464)
C (0.555282, 1.594019, -4.353272)
C (1.362436, 0.635139, -3.753527)
C (1.039083, 0.179259, -2.494000)
N (-0.038467, 0.664055, -1.856519)
C (-0.841168, 1.589307, -2.416756)
H (0.799822, 1.959013, -5.343136)
H (2.234828, 0.243347, -4.258672)
H (1.642648, -0.571789, -1.986264)
H (-1.694391, 1.937117, -1.852183)
C (3.714171, -0.278046, 2.316265)
S (1.985881, -0.094314, 2.664526)
C (1.718497, -1.497449, 3.717433)
O (1.270742, -0.479488, 1.290513)
H (4.236518, -0.043537, 3.247145)
H (3.992809, 0.447917, 1.554635)
H (3.927695, -1.295993, 1.994063)
H (2.224393, -1.278620, 4.660965)
H (2.130084, -2.395194, 3.257977)
H (0.650924, -1.601174, 3.901528)

Force components x, y, z for each atom (eV/Å):
Rh 1.521 -0.844 1.104
N 0.001 -0.005 -0.448
C -0.429 0.210 0.153
C -0.119 -0.125 0.098
N 0.146 0.849 -0.984
H -0.140 0.152 0.077
H 0.132 0.030 -0.005
H 0.018 0.074 -0.004
H 0.105 0.078 0.075
H 0.077 -0.127 -0.132
H 0.066 0.011 -0.021
H -0.130 -0.201 0.030
H 0.159 0.044 0.058
I -0.075 0.111 -0.067
C 0.050 0.102 -0.037
C 0.049 -0.109 0.090
C 0.068 0.119 -0.117
C -0.048 -0.018 0.063
N -1.542 -0.058 -0.129
C 0.231 -0.188 -0.162
H -0.023 -0.007 -0.010
H 0.005 -0.003 0.013
H -0.020 -0.037 0.021
H -0.034 -0.059 0.018
C 0.111 -0.045 -0.164
S -0.211 0.096 -0.056
C -0.005 -0.203 -0.026
O 0.058 0.054 0.464
H -0.007 0.002 -0.002
H -0.016 0.045 0.040
H -0.005 -0.006 0.013
H -0.005 0.005 -0.009
H 0.006 0.002 0.015
H 0.006 0.055 0.040

The calculation puts the HOMO energy at -0.6469 hartree. As for the total charge: +3.


(6)
C9H18INO2PS | ωB97M-V/def2-TZVPD

CARTESIAN COORDINATES (ANGSTROEM)
S (0.658100, -0.027292, 2.962751)
P (0.692467, -0.954092, 0.941507)
C (1.432678, -2.568328, 1.683385)
C (0.355810, -3.542097, 2.227439)
C (-0.019739, -4.685337, 1.262493)
I (1.664957, -6.008962, 0.923202)
O (-0.025135, 0.478488, 0.218929)
C (-0.951117, -0.009236, -0.778168)
C (-0.364994, -1.388627, -1.300446)
O (0.876941, -1.644765, -0.663008)
H (0.720092, 1.322792, 2.775191)
H (1.999574, -0.359882, 0.821701)
H (-0.638433, -1.471789, 1.101049)
H (2.013238, -2.247180, 2.568594)
H (2.151209, -3.044920, 1.013671)
H (-0.548753, -3.013254, 2.551600)
H (0.777866, -4.019240, 3.124690)
H (-0.476507, -4.342902, 0.331662)
H (-0.779546, -5.307046, 1.752178)
H (-1.121514, 0.704526, -1.590629)
H (-1.897587, -0.214786, -0.252198)
H (-0.132911, -1.327015, -2.370806)
H (-1.015921, -2.221982, -0.999034)
N (-0.205918, 3.766667, -1.114500)
C (0.586395, 4.780752, -1.573296)
C (-0.165414, 5.563630, -2.412986)
C (-1.464908, 5.000629, -2.458182)
C (-1.457535, 3.895401, -1.644320)
H (0.084469, 3.033178, -0.482031)
H (1.615164, 4.857940, -1.265240)
H (0.180219, 6.441365, -2.934670)
H (-2.309543, 5.362756, -3.021533)
H (-2.233708, 3.190611, -1.398995)

Force components x, y, z for each atom (eV/Å):
S -0.311 0.575 1.289
P 2.123 -0.527 -0.766
C -0.485 0.746 1.478
C 1.279 -0.566 -0.457
C -0.789 0.371 0.919
I -0.479 0.266 -0.142
O -0.595 -0.269 -1.354
C 0.629 -0.774 1.170
C 0.813 0.302 0.054
O -1.293 0.922 0.332
H -0.124 -0.703 -0.347
H -0.260 -0.119 -0.100
H -0.046 0.036 0.035
H -0.052 -0.062 -0.382
H -0.330 0.068 -0.222
H 0.015 -0.002 -0.254
H -0.292 0.023 -0.077
H 0.642 -0.052 -0.167
H 0.328 -0.132 -0.167
H 0.247 0.069 0.201
H -0.058 0.152 -0.411
H -0.560 -0.301 0.022
H -0.413 0.227 -0.731
N -0.005 0.079 0.035
C 0.020 -0.101 0.056
C 0.147 0.058 0.027
C -0.145 -0.070 0.017
C 0.029 -0.078 0.035
H -0.050 -0.118 -0.078
H 0.001 0.003 -0.024
H 0.005 -0.011 0.009
H 0.002 -0.011 0.009
H 0.006 0.000 -0.009

The calculation puts the HOMO energy at -0.1681 hartree. As for the total charge: -1.


Among the records above, which one has the highest total charge? C9H18IN3ORhS


Among the records above, which one has the highest total charge? C9H18IN3ORhS